This record from OMol25 describes a gas-phase ion, C3H8IN2 (charge +1) at a distorted geometry. The level of theory is ωB97M-V/def2-TZVPD.

Values from the calculation:
HOMO-LUMO gap (alpha / beta) = 8.0 / 7.7 eV
total charge = +1
HOMO energy (alpha / beta) = -12.9 / -12.8 eV
energy above the lowest of the compared OMol25 structures with the same formula, charge and spin = 108.3 kcal/mol
spin multiplicity = 1
E = -14309.7433 eV

Element x y z (Å)
C: -0.990 -1.188 0.426
C: 0.078 -0.649 -0.540
C: -0.157 1.638 0.345
N: -2.004 -0.344 0.837
N: 0.749 0.510 0.025
I: -3.561 0.086 -0.269
H: -1.304 -2.230 -0.037
H: -0.358 -1.392 1.322
H: 0.747 -1.430 -0.809
H: -0.331 -0.365 -1.521
H: -0.990 1.735 -0.401
H: 0.209 2.409 1.054
H: 1.329 0.240 0.944
H: 1.372 0.912 -0.794

Atomic partial charges in e from the Löwdin method, atoms 1 to 2: C -0.43; C -0.20

This record from OMol25 describes C3H8INO in the gas phase at a distorted geometry. The level of theory is ωB97M-V/def2-TZVPD.

Values from the calculation:
HOMO-LUMO gap = 9.8 eV
total charge = 0
HOMO energy = -9.3 eV
SMILES string = NCCOCI
energy above the lowest of the compared OMol25 structures with the same formula, charge and spin = 20.0 kcal/mol
spin multiplicity = 1
E = -14877.8916 eV

Element x y z (Å)
N: -1.224 1.659 -0.672
C: -0.641 1.094 0.570
C: 0.684 0.374 0.134
O: 0.322 -0.771 -0.637
C: 0.940 -1.941 -0.175
I: -0.380 -3.590 -0.772
H: -1.279 2.664 -0.599
H: -2.135 1.258 -0.837
H: -1.296 0.288 0.957
H: -0.455 1.881 1.319
H: 1.326 0.122 1.003
H: 1.192 1.087 -0.546
H: 1.031 -1.999 0.922
H: 1.914 -2.127 -0.666

Atomic partial charges in e from the Löwdin method, atoms 1 to 2: N -0.01; C -0.23

This record from OMol25 describes C3H8INS in the gas phase at a distorted geometry. The level of theory is ωB97M-V/def2-TZVPD.

Values from the calculation:
HOMO-LUMO gap (alpha / beta) = 7.7 / 7.7 eV
total charge = 0
HOMO energy (alpha / beta) = -8.5 / -8.5 eV
energy above the lowest of the compared OMol25 structures with the same formula, charge and spin = 26.2 kcal/mol
spin multiplicity = 1
E = -23664.4052 eV

Element x y z (Å)
C: -0.329 -2.247 -0.257
C: -0.080 2.908 -0.084
C: 0.144 -1.034 0.484
N: 0.032 1.579 0.375
S: -0.427 0.430 -0.545
I: -2.954 -0.055 -0.007
H: -1.471 -2.313 0.117
H: -0.149 -2.131 -1.356
H: 0.025 -3.113 0.208
H: -0.778 2.978 -0.794
H: 0.843 3.275 -0.567
H: -0.376 3.564 0.734
H: 1.279 -0.809 0.589
H: -0.330 -0.838 1.561

Atomic partial charges in e from the Löwdin method, atoms 1 to 2: C -0.25; C -0.24

This record from OMol25 describes a molecular structure, C3H8KN6O2SbSe4. The level of theory is ωB97M-V/def2-TZVPD.

Values from the calculation:
HOMO-LUMO gap (alpha / beta) = 6.1 / 5.8 eV
total charge = 0
HOMO energy (alpha / beta) = -8.3 / -8.2 eV
energy above the lowest of the compared OMol25 structures with the same formula, charge and spin = 0.0 kcal/mol
spin multiplicity = 1
E = -300522.0845 eV

Element x y z (Å)
K: 1.076 -0.158 -0.175
N: -0.580 1.921 -1.949
N: -1.832 2.005 -1.309
C: -1.941 1.631 -0.016
N: -3.162 1.362 0.447
N: -0.799 1.588 0.667
N: -0.788 1.038 1.903
O: -1.763 1.010 2.649
O: 0.303 0.570 2.227
H: -0.346 2.838 -2.312
H: -0.714 1.298 -2.747
H: -2.628 1.796 -1.902
H: -3.915 1.171 -0.192
H: -3.230 1.094 1.418
Se: -1.038 -2.583 -0.361
Sb: -1.333 -1.919 -2.681
Se: -1.946 -4.080 -3.821
Se: 0.926 -1.161 -3.594
Se: -2.686 -0.209 -3.774
C: 4.590 -1.664 3.025
C: 4.017 -1.283 1.731
N: 3.587 -0.984 0.711
H: 5.276 -2.498 2.895
H: 3.798 -1.960 3.710
H: 5.129 -0.822 3.452

Atomic partial charges in e from the Löwdin method, atoms 1 to 2: K 0.50; N 0.02

This record from OMol25 describes a gas-phase ion, C3H8N (charge +1) at a distorted geometry. The level of theory is ωB97M-V/def2-TZVPD.

Values from the calculation:
HOMO-LUMO gap = 7.6 eV
total charge = +1
HOMO energy = -17.1 eV
energy above the lowest of the compared OMol25 structures with the same formula, charge and spin = 119.2 kcal/mol
spin multiplicity = 1
E = -4718.2599 eV

Element x y z (Å)
C: 0.407 -0.611 -1.187
C: -0.285 0.290 -0.113
C: -0.117 -0.292 1.311
N: 0.264 1.572 -0.034
H: 1.006 0.075 -1.774
H: 1.169 -1.282 -0.770
H: -0.294 -1.016 -1.848
H: 0.116 0.620 2.045
H: -1.123 -0.752 1.680
H: 0.525 -1.161 1.426
H: -0.224 2.330 -0.452
H: -1.444 0.226 -0.283

Atomic partial charges in e from the Löwdin method, atoms 1 to 2: C 0.05; C -0.43

This record from OMol25 describes a gas-phase ion, C3H8N (charge +1) at a distorted geometry. The level of theory is ωB97M-V/def2-TZVPD.

Values from the calculation:
HOMO-LUMO gap = 11.7 eV
total charge = +1
HOMO energy = -17.0 eV
SMILES string = C=[NH+]CC
energy above the lowest of the compared OMol25 structures with the same formula, charge and spin = 3.1 kcal/mol
spin multiplicity = 1
E = -4723.2918 eV

Element x y z (Å)
C: -0.193 1.392 1.323
N: -0.412 0.824 0.204
C: 0.527 -0.054 -0.506
C: -0.043 -1.454 -0.667
H: -0.897 2.131 1.675
H: 0.659 1.103 1.922
H: -1.243 1.161 -0.278
H: 0.642 0.390 -1.491
H: 1.470 -0.029 0.026
H: -0.521 -1.595 -1.632
H: -0.757 -1.682 0.125
H: 0.769 -2.186 -0.701

Atomic partial charges in e from the Löwdin method, atoms 1 to 2: C 0.20; N 0.04